Entry from the OMol25 dataset: C42H72BrIrN2O8P2SbSi3 as an isolated structure (ωB97M-V/def2-TZVPD).

Last column: Löwdin charge in e.
Element x y z (Å)
Ir -0.1593 0.1658 -0.2102  1.3717
Sb -2.7244 -1.1777 -1.6553  1.5404
Br -0.4951 -1.0605 8.7430  0.7538
P 1.1190 3.4036 0.5809  0.4756
P 3.2108 1.3098 -0.1001  0.5030
Si -3.2823 -0.2599 1.4880  0.4228
Si 0.0757 -1.9001 -3.6791  0.4759
Si -2.3084 -3.9614 -3.1223  0.4230
O 0.0723 2.3644 0.6972  -0.3076
O -0.1258 -0.3466 1.9694  -0.1797
O 3.6593 1.9645 -1.4526  -0.1839
O 1.1479 4.0479 -0.8531  -0.1818
O 0.9628 4.6219 1.5557  -0.1682
O 2.1383 0.2862 -0.2809  -0.3671
O 4.5625 0.7766 0.4886  -0.1667
O 1.9037 0.4145 2.5206  -0.0142
N 0.3399 -2.0979 -0.5341  -0.0063
N -1.5149 1.9058 -1.5159  -0.0014
C 0.7333 6.3927 -1.1775  -0.0267
C 0.4551 3.5739 3.7060  -0.0344
C -2.7859 -2.0323 1.8379  -0.1848
C -2.4633 4.0549 -1.8659  -0.0443
C 1.3866 -3.7716 0.8180  -0.0257
C -2.9733 0.0596 -3.3792  -0.2757
C 0.4651 -0.3084 4.2492  -0.1257
C 1.3116 0.1784 5.2396  -0.0170
C -3.3119 -4.8143 -1.7744  -0.1731
C 0.1000 4.6801 2.7412  -0.3885
C -3.5138 3.7351 -1.0205  -0.0405
C 4.2278 -0.1880 -2.5665  -0.0472
C -3.6275 -3.2496 -4.2532  -0.1877
C -2.3197 0.2707 -0.0507  -0.5638
C 0.7935 -0.0422 2.8051  -0.5913
C -0.1031 -0.7578 6.9191  -0.6889
C -2.9445 0.9748 2.8548  -0.1490
C -2.5228 1.5856 -0.6824  -0.4811
C -0.6658 -1.0276 4.6144  -0.0148
C 1.0315 -0.0366 6.5776  -0.1139
C -1.3263 -5.2248 -4.1042  -0.1627
C -0.6456 -1.8240 -5.4099  -0.1634
C -5.1419 -0.2576 1.1639  -0.1793
C -3.5556 2.4852 -0.4242  -0.0150
C 4.8577 0.2643 1.8277  -0.4170
C -0.9543 -1.2611 5.9478  -0.1083
C 4.2986 1.3253 -2.6036  -0.4013
C 1.1880 -2.4621 0.4340  -0.1328
C 4.6707 -1.2332 1.8425  -0.0226
C -1.4796 3.0979 -2.0842  -0.1315
C 2.5214 5.1514 -2.4650  -0.0239
C -0.2027 -4.3795 -0.8534  -0.0413
C 6.2813 0.6941 2.1150  -0.0316
C 1.5188 -3.1007 -3.6839  -0.1439
C -0.3541 -3.0385 -1.2080  -0.4165
C 0.7828 -0.1832 -3.3919  -0.1761
C 2.7640 2.7526 0.8732  -0.1888
C -1.1761 -2.5746 -2.3805  -0.5525
C 1.7978 5.3193 -1.1487  -0.4269
C 5.7195 1.8448 -2.6682  -0.0319
C 0.6591 -4.7499 0.1613  -0.0239
C -1.3514 4.6777 2.3135  -0.0348
H -1.6355 3.7090 1.9066  0.0592
H -3.3088 0.5983 3.8112  0.0426
H -3.1683 -2.3661 2.8025  0.0411
H 6.3865 1.7754 2.0521  0.0838
H -1.7042 -2.1529 1.8281  0.0112
H 4.9794 -1.6206 2.8124  0.0960
H 3.5111 3.5243 0.6790  0.0973
H -4.3897 -2.7010 -3.6994  0.0209
H 2.0589 -3.0996 -2.7382  0.0349
H 6.2266 1.4394 -3.5433  0.0913
H -0.0008 6.1672 -1.9501  0.0793
H -2.4009 5.0209 -2.3456  0.1044
H 2.5121 5.5274 -0.3456  0.1368
H 2.7917 2.4566 1.9230  0.0712
H 3.2350 4.3347 -2.4087  0.0640
H -0.5059 -5.6765 -3.5539  0.0274
H -1.8833 1.1773 2.9518  0.0116
H -3.7833 -5.6931 -2.2183  0.0437
H -1.5339 5.4448 1.5627  0.0826
H 0.3677 5.6510 3.1643  0.1469
H -1.9767 4.8918 3.1801  0.0948
H 4.6011 -0.5682 -3.5181  0.0987
H 4.8524 -0.5917 -1.7718  0.0863
H -5.3925 -0.6021 0.1583  0.0169
H 5.2810 -1.7015 1.0719  0.0934
H -3.3138 -0.5671 -4.1984  -0.0078
H -2.0528 0.5627 -3.6477  -0.0125
H 0.7650 -5.7933 0.4249  0.1194
H 0.1684 -1.5132 -6.0677  0.0448
H -3.4645 1.9118 2.6554  0.0294
H 0.0497 0.6081 -3.5191  0.0102
H -0.7442 -5.1454 -1.3788  0.0761
H 1.2971 -0.0278 -2.4431  -0.0223
H -3.2213 -2.6958 1.0867  0.0167
H -3.2693 -2.6218 -5.0651  0.0179
H 1.1934 -4.1212 -3.8797  0.0231
H -0.1608 3.6676 4.6003  0.0995
H -0.6325 3.2986 -2.7271  0.1138
H -2.7667 -5.1445 -0.8946  0.0249
H 0.2667 2.5960 3.2664  0.0600
H 2.0816 -4.0038 1.6110  0.1141
H -0.9096 -4.7954 -5.0139  0.0247
H 3.6271 -1.4904 1.6932  0.0521
H -1.9999 -6.0268 -4.4069  0.0437
H 5.7357 2.9313 -2.7335  0.0820
H -4.3669 2.2101 0.2307  0.0943
H 3.0536 6.0692 -2.7151  0.0941
H 1.5425 -0.0518 -4.1677  0.0470
H 6.2680 1.5381 -1.7790  0.0857
H 1.5003 3.6318 4.0075  0.0920
H -4.1342 -4.1058 -4.7016  0.0482
H 4.1578 0.7327 2.5181  0.1144
H -3.7352 0.8039 -3.1550  0.0210
H -5.5915 0.7235 1.3034  0.0223
H 2.1949 0.7299 4.9473  0.1154
H -1.4331 -1.0790 -5.5033  0.0237
H -4.2989 4.4540 -0.8272  0.1159
H 6.5603 0.3793 3.1189  0.0897
H 1.8088 4.9415 -3.2623  0.0896
H 6.9701 0.2349 1.4069  0.0888
H 3.7170 1.6977 -3.4517  0.1420
H 1.1834 7.3579 -1.4058  0.0936
H -4.1183 -4.1655 -1.4314  0.0231
H 0.2275 6.4640 -0.2178  0.0736
H -5.6346 -0.9333 1.8636  0.0370
H -1.0210 -2.7700 -5.7914  0.0191
H -1.8292 -1.8254 6.2349  0.1033
H 2.2236 -2.8231 -4.4688  0.0430
H 1.7154 -1.6509 0.9082  0.0618
H -1.3203 -1.4058 3.8443  0.0824
H 3.2112 -0.5454 -2.4286  0.0418
H 1.6835 0.3454 7.3491  0.1022

As for the energy above the lowest of the compared OMol25 structures with the same formula, charge and spin: 0.000 eV. The charge is +1. As for the spin multiplicity: 5. The calculation puts the frontier orbital gap (alpha / beta) at 7.21 / 6.18 eV. For the molar mass, the calculation gives 1273.13 g/mol. As for the LUMO energy (alpha / beta): -1.79 / -4.33 eV. Its expectation value of S² is 6.025.